[1]
Below is C47H42AsN5O2P2Pd as an isolated structure, with properties calculated with wB97M-V/def2-TZVPD.

Properties
Expectation value of S²   2.01
Highest occupied orbital energy (spin up / spin down)   -6.852 / -7.908 eV
Energy above the lowest of the compared OMol25 structures with the same formula, charge and spin   0.7 kcal per mole
E_tot   -5286.85027 hartree
Gap between HOMO and LUMO (spin up / spin down)   7.082 / 5.948 eV
Multiplicity   3
LUMO (spin up / spin down)   0.0085 / -0.0720 hartree
Net charge   0

XYZ file:
```
100
C47H42AsN5O2P2Pd (wB97M-V/def2-TZVPD)
Pd -0.28 -1.06 -0.34
As -1.36 -3.43 -0.10
P -0.17 -0.49 2.03
P 0.27 1.33 -0.78
O 1.55 -0.41 -2.98
O -2.63 -2.20 -2.75
N 1.56 -2.19 -0.16
N -0.54 -1.25 -2.50
N 0.00 2.26 1.81
N 3.46 -3.78 -3.78
N 5.76 -1.22 -0.83
C 0.85 4.83 4.32
C 0.13 -2.14 4.29
C -1.14 -2.20 -7.00
C -1.76 -0.11 2.81
C -3.25 -3.90 -0.03
C 3.63 -2.42 -1.61
C -0.68 2.25 0.53
C -4.25 0.56 3.86
C 1.89 2.15 -0.71
C -0.73 -4.26 1.54
C -2.92 -0.51 2.17
C -1.85 0.64 3.99
C -0.52 2.96 -4.45
C -1.88 2.72 -4.59
C 3.24 4.09 -0.29
C 0.95 3.72 3.51
C -2.58 2.09 -3.58
C 0.87 -2.96 5.13
C 2.10 -1.74 2.96
C -3.09 0.98 4.50
C 0.75 1.12 2.24
C -1.93 1.70 -2.42
C 4.29 1.97 -0.71
C 4.81 -1.77 -1.20
C -4.17 -0.18 2.69
C -1.57 -1.81 -3.22
C -1.27 5.36 3.36
C -0.08 3.40 2.62
C 3.55 -3.16 -2.81
C 2.50 -2.27 -0.85
C 0.80 -1.23 -5.92
C 3.04 1.38 -0.86
C 0.14 2.57 -3.29
C 0.14 -1.68 -7.07
C -0.56 1.95 -2.27
C 0.74 -1.53 3.19
C -1.16 -1.85 -4.66
C -0.25 5.67 4.25
C 4.39 3.32 -0.42
C 2.22 -3.16 4.90
C -1.82 -2.29 -5.79
C 0.12 -1.32 -4.73
C 0.50 -0.93 -3.34
C 2.00 3.51 -0.43
C -1.19 4.24 2.55
C 2.84 -2.55 3.81
C -0.68 -4.68 -1.41
H 1.85 3.11 3.55
H 0.41 -4.60 -1.45
H -2.86 -1.09 1.25
H 3.89 -2.71 3.62
H -0.96 -5.69 -1.12
H 0.35 -4.14 1.61
H 1.11 4.12 -0.32
H -0.95 0.97 4.49
H 0.64 -1.63 -8.03
H 5.18 1.35 -0.83
H -3.72 -3.38 0.81
H -1.68 1.80 0.58
H 0.39 -3.43 5.97
H 0.95 1.22 3.31
H 1.81 -0.83 -5.96
H -2.39 3.02 -5.50
H 2.95 0.34 -1.11
H -1.09 -4.45 -2.39
H 2.80 -3.80 5.56
H -5.21 0.83 4.26
H -2.48 1.16 -1.66
H -3.15 1.57 5.41
H 1.67 5.07 5.00
H -0.92 -1.99 4.48
H 5.37 3.77 -0.31
H -1.20 -3.78 2.40
H -0.32 6.54 4.89
H 1.72 1.00 1.74
H -3.34 -4.97 0.13
H -3.72 -3.61 -0.96
H 3.32 5.15 -0.06
H -3.64 1.89 -3.69
H -0.81 3.28 0.20
H 1.21 2.73 -3.20
H -2.01 4.00 1.89
H -2.14 6.00 3.30
H -5.07 -0.50 2.18
H -1.62 -2.54 -7.91
H 0.04 3.44 -5.25
H -0.98 -5.32 1.55
H -2.82 -2.70 -5.72
H 2.59 -1.30 2.10
```

---

[2]
Below is C39H35BNO3SiZn as an isolated structure, with properties calculated with wB97M-V/def2-TZVPD.

Properties
Highest occupied orbital energy   -5.003 eV
E_tot   -3881.56644 hartree
Gap between HOMO and LUMO   7.449 eV
LUMO   0.0899 hartree
Net charge   -1

XYZ file:
```
81
C39H35BNO3SiZn (wB97M-V/def2-TZVPD)
Zn 2.01 -0.08 0.20
Si -0.25 -2.68 0.23
O -0.14 1.63 -1.27
O 1.01 -1.79 -0.02
O 0.98 2.90 0.25
N 2.38 -0.29 2.34
C -2.48 -1.54 3.61
C -1.73 4.83 -2.19
C -0.10 5.06 -0.38
C -1.49 3.46 -2.25
C -3.10 -0.37 3.19
C -0.56 -3.07 -2.58
C -2.58 -3.60 -3.76
C -1.24 -3.06 -1.35
C 3.68 -0.29 2.63
C 3.16 -0.23 4.98
C -2.76 5.51 -3.09
C 6.33 -0.37 -0.71
C -2.11 -0.66 1.02
C 0.21 -4.35 0.99
C -1.48 -1.84 1.42
C -3.27 -3.59 -2.56
C -0.56 2.92 -1.38
C 1.47 -0.28 3.31
C 4.96 -0.35 -0.89
C 4.10 -0.26 3.96
C -1.22 -3.34 -3.77
C -3.41 4.53 -4.07
C -2.61 -3.32 -1.37
C 6.86 -0.35 0.58
C 4.05 -0.31 0.18
C 1.97 -5.81 1.82
C -0.30 -6.59 1.79
C 4.61 -0.31 1.47
C -2.91 0.07 1.88
C 1.55 -4.59 1.29
C 1.04 -6.81 2.08
C 0.13 3.70 -0.45
C -3.87 6.12 -2.22
C 1.81 -0.25 4.65
C -2.09 6.63 -3.91
C -1.67 -2.26 2.74
C 6.00 -0.33 1.66
C -1.03 5.60 -1.25
C -0.70 -5.37 1.25
B 0.84 1.58 -0.26
H 6.43 -0.32 2.66
H -3.17 -3.30 -0.44
H -1.29 6.22 -4.53
H -4.34 5.35 -1.62
H -2.83 7.09 -4.57
H -4.64 6.58 -2.85
H -1.20 6.67 -1.20
H -3.94 3.73 -3.55
H 0.50 -2.85 -2.58
H -1.03 -7.36 1.99
H 2.27 -3.80 1.09
H -2.67 4.09 -4.74
H 1.04 -0.23 5.42
H 4.57 -0.36 -1.90
H 5.15 -0.27 4.22
H -1.95 -0.30 0.00
H -3.72 0.19 3.87
H -4.14 5.07 -4.68
H -4.34 -3.79 -2.55
H 0.43 -0.31 2.99
H 1.36 -7.76 2.49
H -1.18 -3.16 3.08
H -1.67 7.40 -3.27
H -2.61 -1.88 4.63
H -3.37 0.99 1.55
H 3.02 -5.97 2.05
H -3.48 6.88 -1.55
H 7.93 -0.36 0.73
H -0.67 -3.34 -4.70
H -3.10 -3.81 -4.69
H 0.43 5.67 0.34
H 7.00 -0.39 -1.56
H -1.76 -5.22 1.03
H -1.99 2.81 -2.94
H 3.47 -0.21 6.01
```

---

[3]
Below is a 11-piece molecular cluster, C62H141N7O11 overall in a non-equilibrium geometry, with properties calculated with wB97M-V/def2-TZVPD.

Properties
Highest occupied orbital energy   -7.880 eV
Energy above the lowest of the compared OMol25 structures with the same formula, charge and spin   85.3 kcal per mole
E_tot   -3657.31616 hartree
Gap between HOMO and LUMO   8.115 eV
LUMO   0.0086 hartree
Net charge   0

XYZ file:
```
221
C62H141N7O11 (wB97M-V/def2-TZVPD)
O -0.06 0.41 -2.91
O -0.88 -3.19 7.55
O -0.12 -1.36 -6.32
O 0.35 3.25 -2.75
O 3.99 -3.25 -1.18
O -0.16 3.10 3.47
O 1.72 2.90 1.70
O -4.05 3.11 0.00
O -3.34 -4.75 1.53
O 3.93 -5.63 0.17
O 5.99 -1.54 3.11
N -5.32 3.35 0.47
N -0.43 0.20 -1.57
N 5.78 -0.47 3.93
N -0.47 -2.31 -7.27
N 1.13 3.49 -3.93
N -0.54 -1.87 7.16
N -0.58 -7.19 1.11
C 7.10 -0.04 4.57
C 4.93 -2.71 -0.22
C 1.81 -1.30 7.88
C 1.22 -1.68 -1.04
C -2.17 -3.98 -8.86
C 3.26 3.15 -2.70
C 5.28 0.97 1.85
C 0.65 -0.31 -0.72
C 0.01 -4.18 -5.83
C -7.78 2.94 0.40
C -1.89 -2.27 5.08
C -1.16 -0.93 1.04
C 4.75 1.79 4.10
C -0.89 -0.07 5.55
C -0.06 -1.20 9.53
C 2.53 4.89 -6.16
C -0.99 -1.73 -8.53
C 3.52 -0.20 3.29
C -2.53 -5.67 0.78
C -6.49 2.66 -1.63
C 8.18 0.30 3.46
C 0.16 -0.88 -9.21
C 6.07 2.36 4.74
C -0.52 -5.14 2.24
C 0.58 -2.12 4.87
C 0.29 3.94 -5.11
C 1.36 4.12 1.08
C -2.28 -3.12 -5.79
C -0.60 -1.58 5.68
C -1.46 2.82 3.01
C 0.05 0.49 7.76
C -4.28 -4.01 0.70
C -6.77 4.21 2.29
C -5.34 3.76 1.87
C 7.76 -1.12 5.51
C -7.88 3.23 1.91
C -6.09 0.99 0.16
C -1.47 -6.25 1.77
C 2.46 4.09 -3.66
C -1.17 -2.93 -9.47
C -2.22 -0.32 0.16
C -1.09 -3.52 -6.62
C -0.45 5.31 -4.95
C 6.92 1.23 5.36
C 0.00 0.86 6.28
C 3.27 4.19 -5.00
C 2.54 -5.95 0.08
C -4.54 5.08 1.99
C 0.17 -0.27 0.78
C -2.08 -1.71 -1.97
C -2.28 -0.72 -8.40
C -2.75 0.81 -2.10
C 1.81 0.74 -0.87
C -0.75 2.80 -5.41
C -4.87 2.69 2.87
C 2.46 5.44 -3.02
C 1.17 4.10 -6.38
C 4.91 0.55 3.33
C -1.83 -0.25 -1.38
C -6.42 2.49 -0.14
C -1.53 -4.59 -7.63
C 0.32 -1.01 8.00
H 3.26 -0.86 4.11
H -2.17 0.16 -7.78
H -6.44 3.71 -1.93
H -2.47 0.70 0.48
H 0.28 2.29 -2.81
H -0.27 -5.19 -5.53
H 3.26 2.11 -3.03
H -3.79 -3.59 -0.18
H -0.26 -4.54 1.36
H -4.96 5.96 1.50
H -1.14 -1.08 9.68
H 3.15 4.99 -7.05
H 4.36 1.29 1.36
H -1.21 5.60 -5.68
H -1.49 1.79 2.65
H -2.01 -5.10 0.01
H 1.00 -1.52 -9.47
H 7.95 1.55 5.49
H -7.33 2.12 -2.05
H -8.30 3.64 -0.26
H 6.43 0.93 6.29
H 5.76 -3.42 -0.17
H 4.04 1.57 4.90
H -1.03 0.29 4.53
H -8.59 2.22 0.27
H -1.14 -2.01 0.91
H -6.03 0.91 1.25
H 0.16 6.22 -4.92
H -3.85 3.97 -0.36
H 1.46 1.78 -0.87
H -4.62 3.08 3.86
H 1.99 -2.32 8.22
H -0.99 5.37 -4.00
H 1.43 3.14 -6.83
H 3.50 3.20 -5.40
H -0.07 -3.67 7.42
H -0.97 -4.43 2.93
H 2.34 2.42 1.15
H 1.30 -1.83 -2.12
H -0.20 1.89 -5.66
H -0.30 1.90 6.20
H -3.15 -1.21 -7.96
H 0.08 0.78 1.08
H 0.67 4.76 1.63
H 4.46 -2.70 0.76
H 0.96 -4.34 -6.35
H 8.74 -0.79 5.84
H 5.87 1.88 1.74
H 1.77 6.12 -3.51
H 5.24 -1.70 -0.48
H -1.96 -6.64 2.66
H -3.59 4.88 1.49
H -5.09 0.79 -0.22
H -2.04 -2.43 -4.98
H 0.14 -2.19 9.94
H -1.41 2.72 -4.55
H 3.43 5.91 -2.85
H -2.40 -5.11 -7.24
H -7.76 2.31 2.49
H -5.64 2.18 -2.11
H -1.79 -3.35 5.03
H 2.52 0.72 -0.04
H -5.63 1.92 3.00
H 0.49 -0.12 -8.49
H -4.26 5.33 3.02
H -6.84 0.31 -0.24
H 0.19 -3.64 -4.90
H 0.65 -2.53 -0.68
H -7.16 5.10 1.81
H -0.20 -3.40 -9.64
H -1.57 -2.48 -1.39
H 0.16 -2.39 3.90
H -8.86 3.59 2.24
H 0.72 3.99 0.21
H -3.06 -3.45 -8.53
H 1.30 -1.32 4.73
H 4.44 -3.30 -2.03
H -3.20 -0.76 0.35
H 1.01 0.82 5.90
H 2.86 3.02 -1.70
H 0.42 -0.49 10.20
H -0.77 0.85 8.39
H 2.44 -0.59 8.42
H 8.40 -0.58 2.85
H 2.69 0.51 3.24
H -3.96 2.20 2.53
H 6.60 2.65 3.83
H -0.27 -6.82 0.22
H 4.47 2.67 3.52
H -1.41 3.07 -6.23
H 0.83 -1.43 -6.39
H -1.40 -0.84 2.10
H -2.21 -1.96 4.08
H 2.14 -1.32 6.84
H -2.98 -2.62 -6.46
H -2.58 -0.27 -9.35
H 7.87 -2.04 4.93
H -2.79 -3.95 -5.30
H -1.88 0.12 5.95
H -1.68 3.51 2.20
H -2.78 -2.05 5.68
H 2.33 5.92 -5.87
H -3.75 0.41 -1.95
H 0.38 3.05 2.67
H 7.21 -1.35 6.42
H 0.88 1.07 8.17
H 0.38 -5.57 2.68
H -3.16 -1.89 -1.94
H 0.54 4.54 -7.15
H -4.80 -3.26 1.29
H -2.69 1.82 -1.69
H -5.16 -4.56 0.38
H -3.08 -6.37 0.15
H -0.79 -5.36 -7.85
H 2.11 -1.66 -0.42
H 5.88 3.26 5.32
H 2.28 4.66 0.83
H 2.35 0.46 -1.77
H 1.10 -2.95 5.35
H 3.47 -0.93 2.49
H -1.13 -8.01 0.88
H 1.93 5.54 -2.08
H 1.98 -5.02 -0.06
H -6.86 4.42 3.36
H 5.69 0.19 1.21
H 9.19 0.40 3.87
H -1.82 -1.76 -3.03
H 7.97 1.08 2.74
H 0.93 -0.70 1.43
H -2.54 0.80 -3.17
H 2.15 -6.54 0.91
H -2.08 3.07 3.87
H -0.13 -0.47 -3.27
H 5.40 -2.16 3.54
H 2.47 -6.65 -0.75
H 4.06 -4.77 -0.25
H 4.29 3.46 -2.56
H -0.19 -0.33 -10.08
H -1.56 -2.53 -10.41
H 4.20 4.66 -4.66
H -2.54 -4.65 -9.63
```

---

[4]
Below is C33H26ClGaN2O2PSSbSe4 as an isolated structure, with properties calculated with wB97M-V/def2-TZVPD.

Properties
Highest occupied orbital energy   -1.335 eV
Energy above the lowest of the compared OMol25 structures with the same formula, charge and spin   54.3 kcal per mole
E_tot   -14503.88236 hartree
Gap between HOMO and LUMO   5.391 eV
LUMO   0.1491 hartree
Net charge   -2

XYZ file:
```
72
C33H26ClGaN2O2PSSbSe4 (wB97M-V/def2-TZVPD)
Sb 0.46 3.25 2.71
Se -0.02 0.04 1.71
Se -0.92 -1.86 2.84
Se 2.08 3.61 0.96
Se -1.55 4.47 2.24
Ga 0.28 -1.52 0.01
Cl 3.77 -2.74 -2.58
S -3.89 3.17 -0.43
P -0.25 -0.57 -2.27
O -0.96 -2.80 -0.66
O -1.17 -4.83 -1.51
N -3.06 0.73 0.36
N -1.50 2.18 -0.61
C 0.71 0.81 -2.96
C 4.00 -1.46 -1.41
C 5.21 0.52 -0.82
C 1.21 2.49 -4.62
C -4.63 -0.13 -3.68
C -3.84 1.00 -3.54
C -4.10 -1.38 -3.42
C -2.68 1.91 -0.18
C 0.33 -2.01 -3.22
C -2.77 5.42 -1.71
C 1.34 -4.18 -4.68
C -0.31 4.07 -1.63
C 2.66 2.21 -2.72
C -1.62 6.02 -2.21
C 0.12 -3.33 -2.77
C 3.49 -0.34 0.62
C -2.67 4.15 -1.18
C 0.64 -4.39 -3.51
C -2.78 -1.51 -3.03
C -1.45 3.45 -1.14
C 1.02 -1.82 -4.42
C 4.98 -0.53 -1.70
C -2.51 0.87 -3.14
C -0.72 -3.71 -1.55
C 2.34 2.86 -3.90
C -0.40 5.34 -2.16
C 1.52 -2.88 -5.15
C 1.84 1.19 -2.25
C 2.11 -2.37 0.03
C -1.97 -0.39 -2.89
C 3.21 -1.40 -0.25
C 0.40 1.47 -4.15
C 4.45 0.61 0.34
H 2.19 -3.28 -0.57
H -4.72 -2.27 -3.51
H -0.47 1.18 -4.72
H 3.53 2.50 -2.14
H 2.06 -2.69 -6.06
H 4.57 1.44 1.02
H -5.67 -0.03 -3.98
H -3.71 5.95 -1.71
H -2.29 0.24 0.84
H 5.56 -0.62 -2.61
H 5.96 1.27 -1.04
H -1.67 7.02 -2.62
H -2.39 -2.50 -2.82
H -3.92 0.74 0.89
H 0.95 3.01 -5.53
H -1.92 1.75 -3.02
H 2.12 -2.65 1.09
H 2.08 0.73 -1.30
H 0.45 -5.38 -3.14
H 1.74 -5.02 -5.23
H 2.97 3.67 -4.26
H 0.49 5.82 -2.53
H 2.89 -0.24 1.51
H 1.19 -0.81 -4.78
H 0.64 3.55 -1.55
H -4.24 1.98 -3.73
```

---

[5]
Below is C2H2Cl2N2 in the gas phase in a non-equilibrium geometry, with properties calculated with wB97M-V/def2-TZVPD.

Properties
Highest occupied orbital energy   -9.937 eV
Energy above the lowest of the compared OMol25 structures with the same formula, charge and spin   31.7 kcal per mole
E_tot   -1107.18762 hartree
Gap between HOMO and LUMO   9.506 eV
LUMO   -0.0158 hartree
Net charge   0

XYZ file:
```
8
C2H2Cl2N2 (wB97M-V/def2-TZVPD)
Cl 1.66 -1.84 0.18
Cl 1.90 1.00 -0.45
N 1.01 -0.26 0.33
N -1.23 2.11 0.43
C -0.51 -0.28 -0.07
C -0.91 1.03 0.19
H -1.15 -1.04 0.52
H -0.76 -0.71 -1.12
```

---

[6]
Below is C3H6N2OS in the gas phase in a non-equilibrium geometry, with properties calculated with wB97M-V/def2-TZVPD.

Properties
Highest occupied orbital energy   -8.704 eV
Energy above the lowest of the compared OMol25 structures with the same formula, charge and spin   117.3 kcal per mole
E_tot   -700.70232 hartree
Gap between HOMO and LUMO   9.437 eV
LUMO   0.0269 hartree
Net charge   0

XYZ file:
```
13
C3H6N2OS (wB97M-V/def2-TZVPD)
S 0.90 1.34 0.56
O 0.89 -0.72 -1.23
N -0.25 -1.47 -0.83
N -0.13 0.97 1.77
C -0.90 -1.68 -1.93
C 1.55 -0.16 -0.11
C -1.11 1.83 1.92
H -1.15 2.86 1.37
H 2.56 -0.07 -0.45
H 1.68 -0.89 0.81
H -0.35 -1.33 -2.79
H -1.88 -2.29 -1.90
H -1.80 1.61 2.80
```

---

Which formula does entry 4 have?
C33H26ClGaN2O2PSSbSe4